Molecular formula: C44H82N6O16S8
Method: DFT, wB97M-V/def2-TZVPD

Computed properties:
Calculated total energy ... -175334.139 eV
Max |F| ... 0.084 hartree/bohr
HOMO-LUMO gap ... 10.195 eV

Each atom is followed by the atoms it is bonded to, with distances in Å.
Atoms and positions in Å:
1 C -4.708 1.494 3.093  C2 1.429, H4 1.117, H5 1.078, H6 1.131
2 C -3.588 2.055 2.406  C1 1.429, N3 1.118
3 N -2.704 2.354 1.791  C2 1.118
4 H -4.394 0.582 3.657  C1 1.117
5 H -5.452 1.290 2.340  C1 1.078
6 H -5.143 2.295 3.762  C1 1.131
7 C 6.102 -2.577 -1.723  C8 1.491, H10 1.103, H11 1.077, H12 1.063
8 C 4.844 -1.933 -2.200  C7 1.491, N9 1.145
9 N 3.874 -1.382 -2.458  C8 1.145
10 H 6.746 -3.017 -2.503  C7 1.103
11 H 5.833 -3.390 -1.070  C7 1.077
12 H 6.743 -1.861 -1.271  C7 1.063
13 C -1.231 -2.100 3.056  C14 1.444, H16 1.082, H17 1.082, H18 1.065
14 C -0.239 -1.256 3.678  C13 1.444, N15 1.159
15 N 0.587 -0.686 4.259  C14 1.159
16 H -0.875 -3.120 2.987  C13 1.082
17 H -1.439 -1.704 2.071  C13 1.082
18 H -2.093 -2.068 3.680  C13 1.065
19 C 1.013 8.321 -3.980  C20 1.450, H22 1.107, H23 1.133, H24 1.077
20 C 2.026 7.571 -4.696  C19 1.450, N21 1.122
21 N 2.710 6.866 -5.238  C20 1.122
22 H 0.022 7.826 -3.974  C19 1.107
23 H 1.003 9.342 -4.472  C19 1.133
24 H 1.221 8.562 -2.951  C19 1.077
25 C 1.775 5.875 0.546  C26 1.462, H28 1.047, H29 1.133, H30 1.135
26 C 1.920 4.835 1.563  C25 1.462, N27 1.118
27 N 2.071 4.115 2.405  C26 1.118
28 H 2.750 5.921 0.166  C25 1.047
29 H 1.576 6.831 1.121  C25 1.133
30 H 0.972 5.677 -0.232  C25 1.135
31 C 0.369 2.193 0.758  C32 1.436, H34 1.086, H35 1.093, H36 1.107
32 C -0.173 0.961 0.257  C31 1.436, N33 1.160
33 N -0.632 0.106 -0.380  C32 1.160
34 H 0.575 2.919 -0.025  C31 1.086
35 H 1.320 2.092 1.286  C31 1.093
36 H -0.495 2.600 1.318  C31 1.107
37 C 1.021 -3.620 0.665  C38 1.498, C43 1.514, H44 1.067, H45 1.099
38 C 2.179 -3.601 -0.285  C37 1.498, C39 1.530, H46 1.059, H47 1.071
39 C 1.578 -3.101 -1.600  C38 1.530, S40 1.737, H48 1.056, H49 1.149
40 S 0.106 -4.010 -1.758  C39 1.737, O41 1.447, O42 1.466, C43 1.792
41 O 0.546 -5.247 -2.367  S40 1.447
42 O -1.008 -3.253 -2.337  S40 1.466
43 C -0.135 -4.328 -0.010  C37 1.514, S40 1.792, H50 1.085, H51 1.042
44 H 0.670 -2.626 0.833  C37 1.067
45 H 1.193 -4.208 1.578  C37 1.099
46 H 2.505 -4.566 -0.576  C38 1.059
47 H 3.016 -3.086 0.142  C38 1.071
48 H 2.182 -3.172 -2.464  C39 1.056
49 H 1.353 -1.975 -1.641  C39 1.149
50 H -0.181 -5.408 0.083  C43 1.085
51 H -1.022 -3.858 0.269  C43 1.042
52 C 4.836 -0.242 3.993  C53 1.601, C58 1.480, H59 1.088, H60 1.097
53 C 4.160 1.097 3.435  C52 1.601, C54 1.491, H61 1.098, H62 1.093
54 C 3.758 0.747 2.043  C53 1.491, S55 1.832, H63 1.121, H64 1.090
55 S 4.941 -0.502 1.411  C54 1.832, O56 1.470, O57 1.418, C58 1.836
56 O 5.876 0.191 0.513  S55 1.470
57 O 4.240 -1.627 0.908  S55 1.418
58 C 5.757 -0.863 3.015  C52 1.480, S55 1.836, H65 1.114, H66 1.045
59 H 4.101 -0.995 4.271  C52 1.088
60 H 5.297 -0.099 4.979  C52 1.097
61 H 4.908 1.900 3.395  C53 1.098
62 H 3.278 1.375 4.018  C53 1.093
63 H 3.575 1.588 1.325  C54 1.121
64 H 2.846 0.152 2.111  C54 1.090
65 H 6.775 -0.420 3.109  C58 1.114
66 H 5.755 -1.906 3.082  C58 1.045
67 C 5.736 2.150 -3.355  C68 1.540, C73 1.558, H74 1.060, H75 1.109
68 C 4.709 2.787 -4.310  C67 1.540, C69 1.511, H76 1.111, H77 1.113
69 C 3.929 3.811 -3.519  C68 1.511, S70 1.802, H78 1.096, H79 1.085
70 S 3.675 2.982 -1.939  C69 1.802, O71 1.490, O72 1.438, C73 1.723
71 O 2.438 2.160 -2.061  S70 1.490
72 O 3.781 3.907 -0.844  S70 1.438
73 C 5.101 2.014 -1.939  C67 1.558, S70 1.723, H80 1.068, H81 1.108
74 H 6.567 2.804 -3.273  C67 1.060
75 H 6.241 1.231 -3.717  C67 1.109
76 H 4.019 1.969 -4.606  C68 1.111
77 H 5.220 3.094 -5.249  C68 1.113
78 H 3.012 4.175 -3.995  C69 1.096
79 H 4.492 4.719 -3.330  C69 1.085
80 H 4.838 1.029 -1.618  C73 1.068
81 H 5.769 2.493 -1.196  C73 1.108
82 C -5.384 -3.123 -2.624  C83 1.526, C88 1.556, H89 1.129, H90 1.086
83 C -4.650 -1.786 -2.679  C82 1.526, C84 1.529, H91 1.085, H92 1.073
84 C -3.762 -1.556 -1.456  C83 1.529, S85 1.808, H93 1.080, H94 1.025
85 S -4.607 -2.520 -0.182  C84 1.808, O86 1.451, O87 1.444, C88 1.807
86 O -5.177 -1.737 0.899  S85 1.451
87 O -3.823 -3.649 0.262  S85 1.444
88 C -5.948 -3.210 -1.176  C82 1.556, S85 1.807, H95 1.093, H96 1.113
89 H -4.735 -4.024 -2.825  C82 1.129
90 H -6.227 -3.174 -3.307  C82 1.086
91 H -5.472 -1.105 -2.486  C83 1.085
92 H -4.163 -1.522 -3.598  C83 1.073
93 H -3.715 -0.502 -1.225  C84 1.080
94 H -2.794 -1.892 -1.473  C84 1.025
95 H -6.791 -2.524 -1.053  C88 1.093
96 H -6.330 -4.198 -0.833  C88 1.113
97 C -2.838 2.217 -2.511  C98 1.601, C103 1.509, H104 1.069, H105 1.092
98 C -3.899 3.414 -2.444  C97 1.601, C99 1.476, H106 1.093, H107 1.082
99 C -3.242 4.408 -1.574  C98 1.476, S100 1.866, H108 1.058, H109 1.102
100 S -1.480 4.515 -2.180  C99 1.866, O101 1.408, O102 1.434, C103 1.819
101 O -0.586 4.589 -1.096  S100 1.408
102 O -1.401 5.417 -3.293  S100 1.434
103 C -1.488 2.814 -2.824  C97 1.509, S100 1.819, H110 1.074, H111 1.077
104 H -2.966 1.355 -3.130  C97 1.069
105 H -2.773 1.721 -1.540  C97 1.092
106 H -4.848 3.095 -2.006  C98 1.093
107 H -4.118 3.756 -3.447  C98 1.082
108 H -3.218 4.281 -0.524  C99 1.058
109 H -3.689 5.401 -1.746  C99 1.102
110 H -0.674 2.327 -2.320  C103 1.074
111 H -1.281 2.834 -3.881  C103 1.077
112 C 1.357 -1.032 -5.170  C113 1.556, C118 1.555, H119 1.090, H120 1.122
113 C 0.709 -2.445 -5.229  C112 1.556, C114 1.627, H121 1.071, H122 1.078
114 C -0.896 -2.174 -5.199  C113 1.627, S115 1.735, H123 1.058, H124 1.080
115 S -1.055 -0.587 -4.515  C114 1.735, O116 1.450, O117 1.427, C118 1.760
116 O -1.953 -0.724 -3.385  S115 1.450
117 O -1.388 0.398 -5.492  S115 1.427
118 C 0.607 -0.380 -3.973  C112 1.555, S115 1.760, H125 1.052, H126 1.099
119 H 1.036 -0.438 -6.025  C112 1.090
120 H 2.476 -0.937 -5.189  C112 1.122
121 H 0.992 -3.126 -4.453  C113 1.071
122 H 1.091 -2.886 -6.134  C113 1.078
123 H -1.372 -2.812 -4.501  C114 1.058
124 H -1.251 -2.280 -6.213  C114 1.080
125 H 0.738 -0.912 -3.075  C118 1.052
126 H 0.745 0.706 -3.877  C118 1.099
127 C 0.385 3.047 6.671  C128 1.476, C133 1.533, H134 1.075, H135 1.098
128 C 0.948 2.836 5.323  C127 1.476, C129 1.533, H136 1.087, H137 1.124
129 C -0.229 2.729 4.347  C128 1.533, S130 1.767, H138 1.092, H139 1.095
130 S -1.661 2.369 5.318  C129 1.767, O131 1.425, O132 1.441, C133 1.782
131 O -2.215 1.102 4.974  S130 1.425
132 O -2.477 3.546 5.480  S130 1.441
133 C -0.819 2.119 6.869  C127 1.533, S130 1.782, H140 1.133, H141 1.121
134 H 0.003 4.008 6.963  C127 1.075
135 H 1.073 2.766 7.478  C127 1.098
136 H 1.430 1.862 5.342  C128 1.087
137 H 1.672 3.664 5.091  C128 1.124
138 H -0.235 2.041 3.499  C129 1.092
139 H -0.371 3.728 3.925  C129 1.095
140 H -0.520 1.029 6.939  C133 1.133
141 H -1.606 2.382 7.623  C133 1.121
142 C -4.125 -5.294 3.273  C143 1.501, C148 1.533, H149 1.075, H150 1.106
143 C -3.089 -6.117 2.563  C142 1.501, C144 1.563, H151 1.071, H152 1.123
144 C -3.146 -7.577 3.119  C143 1.563, S145 1.814, H153 1.059, H154 1.087
145 S -4.740 -7.671 3.981  C144 1.814, O146 1.442, O147 1.432, C148 1.805
146 O -4.499 -7.428 5.382  S145 1.442
147 O -5.416 -8.851 3.533  S145 1.432
148 C -5.408 -6.133 3.313  C142 1.533, S145 1.805, H155 1.024, H156 1.097
149 H -4.230 -4.365 2.742  C142 1.075
150 H -3.817 -5.117 4.321  C142 1.106
151 H -2.124 -5.651 2.572  C143 1.071
152 H -3.420 -6.123 1.490  C143 1.123
153 H -2.380 -7.927 3.762  C144 1.059
154 H -3.257 -8.254 2.277  C144 1.087
155 H -6.108 -5.808 3.987  C148 1.024
156 H -5.899 -6.157 2.333  C148 1.097